[1]
Below is one molecule with the formula C4H10N2O, with properties calculated with ωB97M-V/def2-TZVPD.

As for the HOMO energy: -9.41 eV. For the energy relative to the best compared isomer or geometry (same formula, charge and spin), the calculation gives 10.55 kcal per mole. The total charge is 0. The SMILES is CCCNC(N)=O. The value obtained for the LUMO energy is 0.86 eV. As for the spin multiplicity: 1. As for the gap between HOMO and LUMO: 10.271 eV.

Element x y z (Å)
1 C 0.70 0.96 0.13
2 N 0.54 0.23 1.39
3 C 0.48 -1.11 1.62
4 N 0.49 -1.92 0.51
5 O 0.29 -1.53 2.75
6 C -0.64 1.21 -0.61
7 C -1.02 0.20 -1.67
8 H 1.48 0.52 -0.48
9 H 1.00 1.96 0.43
10 H 0.27 0.82 2.15
11 H 1.05 -1.60 -0.27
12 H 0.59 -2.91 0.71
13 H -1.34 1.28 0.21
14 H -0.54 2.20 -1.06
15 H -0.84 -0.83 -1.35
16 H -2.08 0.25 -1.89
17 H -0.42 0.26 -2.58

[2]
Below is one molecule with the formula C4H10N2O, with properties calculated with ωB97M-V/def2-TZVPD.

As for the HOMO energy: -8.63 eV. For the energy relative to the best compared isomer or geometry (same formula, charge and spin), the calculation gives 69.95 kcal per mole. The total charge is 0. The SMILES is CN(C=O)CCN. The value obtained for the LUMO energy is 0.88 eV. As for the spin multiplicity: 1. As for the gap between HOMO and LUMO: 9.510 eV.

Element x y z (Å)
1 C -1.58 0.21 -0.75
2 N -0.76 0.42 0.40
3 C -1.35 0.28 1.79
4 C 0.65 0.41 0.44
5 C 1.29 -0.76 -0.47
6 N 1.50 -0.13 -1.79
7 O -2.74 0.58 -0.71
8 H -1.05 -0.05 -1.64
9 H -0.86 -0.64 2.06
10 H -2.48 0.09 1.75
11 H -0.97 1.26 2.26
12 H 0.90 1.44 0.19
13 H 1.08 0.30 1.53
14 H 2.13 -1.34 -0.07
15 H 0.60 -1.71 -0.53
16 H 2.26 0.48 -1.95
17 H 1.39 -0.84 -2.49

[3]
Below is one molecule with the formula C4H10N2O, with properties calculated with ωB97M-V/def2-TZVPD.

As for the HOMO energy: -8.96 eV. For the energy relative to the best compared isomer or geometry (same formula, charge and spin), the calculation gives 44.99 kcal per mole. The total charge is 0. The SMILES is C[C@@H](C=O)NCN. The value obtained for the LUMO energy is 1.01 eV. As for the spin multiplicity: 1. As for the gap between HOMO and LUMO: 9.974 eV.

Element x y z (Å)
1 O 1.40 1.25 1.65
2 C 0.83 1.12 0.59
3 C 0.97 -0.14 -0.26
4 C 1.28 0.31 -1.69
5 N -0.15 -1.07 -0.21
6 C -0.99 -0.92 0.98
7 N -1.92 0.19 0.84
8 H 0.26 1.97 0.16
9 H 1.88 -0.61 0.14
10 H 2.14 0.96 -1.70
11 H 1.54 -0.60 -2.23
12 H 0.41 0.74 -2.18
13 H -0.71 -0.86 -1.02
14 H -0.44 -0.90 1.91
15 H -1.52 -1.89 1.05
16 H -2.70 -0.08 0.26
17 H -2.28 0.53 1.72

[4]
Below is one molecule with the formula C4H10N2O, with properties calculated with ωB97M-V/def2-TZVPD.

As for the HOMO energy: -8.49 eV. For the energy relative to the best compared isomer or geometry (same formula, charge and spin), the calculation gives 69.67 kcal per mole. The total charge is 0. The SMILES is C[C@H](C=O)NCN. The value obtained for the LUMO energy is 0.97 eV. As for the spin multiplicity: 1. As for the gap between HOMO and LUMO: 9.465 eV.

Element x y z (Å)
1 O 1.36 -1.88 0.79
2 C 0.98 -0.75 0.84
3 C -0.53 -0.36 0.61
4 C -1.38 -0.53 1.94
5 N -0.67 0.85 -0.16
6 C -0.35 0.70 -1.57
7 N 0.60 1.66 -2.10
8 H 1.62 0.17 0.99
9 H -0.71 -1.23 -0.02
10 H -1.89 -1.50 1.83
11 H -1.91 0.42 1.91
12 H -0.76 -0.68 2.82
13 H -0.27 1.66 0.28
14 H -0.02 -0.35 -1.73
15 H -1.21 0.50 -2.24
16 H 0.65 1.47 -3.08
17 H 1.44 1.76 -1.54

[5]
Below is one molecule with the formula C4H10N2O, with properties calculated with ωB97M-V/def2-TZVPD.

As for the HOMO energy: -8.28 eV. For the energy relative to the best compared isomer or geometry (same formula, charge and spin), the calculation gives 81.65 kcal per mole. The total charge is 0. The SMILES is NCNCCC=O. The value obtained for the LUMO energy is 0.93 eV. As for the spin multiplicity: 1. As for the gap between HOMO and LUMO: 9.208 eV.

Element x y z (Å)
1 C -0.10 -0.31 0.29
2 C -0.31 1.00 1.25
3 C -1.27 0.80 2.30
4 O -2.19 0.01 2.34
5 N 0.19 -0.13 -1.15
6 C 1.54 -0.04 -1.79
7 N 1.72 -1.24 -2.66
8 H -1.11 -0.89 0.27
9 H 0.67 -0.79 0.79
10 H 0.65 1.36 1.60
11 H -0.63 1.95 0.73
12 H -1.04 1.43 3.19
13 H -0.58 0.13 -1.81
14 H 1.52 0.87 -2.49
15 H 2.37 0.03 -1.11
16 H 0.68 -1.47 -3.09
17 H 2.37 -1.88 -2.33

[6]
Below is one molecule with the formula C4H10N2O, with properties calculated with ωB97M-V/def2-TZVPD.

As for the HOMO energy: -8.75 eV. For the energy relative to the best compared isomer or geometry (same formula, charge and spin), the calculation gives 54.13 kcal per mole. The total charge is 0. The SMILES is CN(C)CC(N)=O. The value obtained for the LUMO energy is 0.89 eV. As for the spin multiplicity: 1. As for the gap between HOMO and LUMO: 9.635 eV.

Element x y z (Å)
1 C -0.27 0.39 1.80
2 N 0.80 -0.30 1.04
3 C 0.97 -1.67 1.52
4 C 0.52 -0.41 -0.45
5 C -0.43 0.43 -1.30
6 N -0.60 1.74 -0.92
7 O -0.97 -0.09 -2.24
8 H 0.22 1.19 2.36
9 H -1.11 0.63 1.16
10 H -0.67 -0.28 2.57
11 H 0.63 -1.91 2.53
12 H 1.97 -2.02 1.27
13 H 0.21 -2.39 1.10
14 H 0.40 -1.41 -0.88
15 H 1.55 -0.19 -0.81
16 H -1.34 2.20 -1.43
17 H -0.12 2.23 -0.20

[7]
Below is one molecule with the formula C4H10N2O, with properties calculated with ωB97M-V/def2-TZVPD.

As for the HOMO energy: -9.32 eV. For the energy relative to the best compared isomer or geometry (same formula, charge and spin), the calculation gives 51.30 kcal per mole. The total charge is 0. The SMILES is [H]/N=C\[C@@](C)(O)NC. The value obtained for the LUMO energy is 0.84 eV. As for the spin multiplicity: 1. As for the gap between HOMO and LUMO: 10.163 eV.

Element x y z (Å)
1 C -0.42 -0.32 -0.06
2 C -1.31 0.81 -0.57
3 C 1.23 1.09 1.09
4 N 1.01 0.00 0.13
5 C -0.43 -1.51 -1.05
6 O -0.96 -0.75 1.17
7 N 0.63 -2.12 -1.35
8 H -0.43 -1.48 1.51
9 H 1.37 0.31 -0.78
10 H 1.46 -1.56 -0.72
11 H -1.42 -1.82 -1.38
12 H -1.38 1.60 0.17
13 H -0.91 1.21 -1.50
14 H -2.31 0.42 -0.75
15 H 0.64 0.91 1.98
16 H 2.28 1.12 1.37
17 H 0.95 2.09 0.74